Computed, not measured: C19H29BMoN8OP as an isolated structure in a non-equilibrium geometry, with ωB97M-V/def2-TZVPD.

Properties
strongest force on any atom: 2.8 eV/Å
charge: +4
HOMO energy (spin up / spin down): -19.378 / -19.095 eV
electronic energy: -45922.3414 eV
2S+1: 2
E_LUMO (spin up / spin down): -16.21 / -16.08 eV

Cartesian coordinates (Å):
Mo (0.11737, 0.08792, 1.05684)
C (-1.57338, 3.13951, 1.76717)
C (-1.37944, 2.74212, 0.34779)
C (-1.75084, 3.34663, -0.81406)
C (-1.33527, 2.49444, -1.86717)
N (-0.71969, 1.42371, -1.37152)
N (-0.74265, 1.54211, -0.00135)
B (-0.06922, 0.16310, -2.09789)
N (1.40372, 0.03738, -1.63582)
C (2.58599, -0.02791, -2.25119)
C (3.61154, 0.04670, -1.31186)
C (3.00159, 0.19461, -0.09052)
C (3.62901, 0.37907, 1.24594)
N (1.63134, 0.16730, -0.29373)
N (-0.77098, -1.09884, -1.53253)
C (-1.51526, -2.07433, -2.04794)
C (-2.04635, -2.86015, -1.01079)
C (-1.61671, -2.30109, 0.15698)
C (-1.89710, -2.70846, 1.56104)
N (-0.80240, -1.21394, -0.16556)
N (-0.25455, 0.36561, -3.55631)
C (0.48773, 1.15197, -4.46338)
C (-0.24015, 1.23720, -5.59744)
C (-1.43136, 0.49591, -5.35804)
C (-2.56626, 0.24393, -6.25966)
N (-1.41893, -0.00460, -4.09271)
H (-1.86151, 4.18716, 1.83535)
H (-2.37098, 2.55521, 2.23040)
H (-0.65249, 3.03144, 2.34318)
H (-2.26797, 4.28847, -0.92315)
H (-1.45683, 2.61868, -2.93626)
H (2.65238, -0.13385, -3.32560)
H (4.67207, 0.02089, -1.51507)
H (4.37387, 1.17359, 1.19510)
H (2.91063, 0.67028, 2.01116)
H (4.14474, -0.52674, 1.56612)
H (-1.64913, -2.15350, -3.11720)
H (-2.68384, -3.72466, -1.12443)
H (-2.83817, -3.25389, 1.60749)
H (-1.11772, -3.37369, 1.93867)
H (-2.00091, -1.84924, 2.22420)
H (1.44269, 1.58308, -4.20377)
H (0.02642, 1.74083, -6.51449)
H (-2.30559, 0.40960, -7.30068)
H (-2.97892, -0.75364, -6.11920)
H (-3.37853, 0.94202, -6.01173)
C (1.79608, -2.34668, 4.05121)
P (0.82602, -0.89316, 4.34295)
C (1.73850, 0.38718, 5.13790)
C (-0.66160, -1.25004, 5.21160)
O (0.34930, -0.27943, 2.85903)
H (2.51138, -2.46589, 4.87019)
H (2.35461, -2.26113, 3.11949)
H (1.15266, -3.22730, 4.02333)
H (2.24159, -0.05952, 6.00298)
H (1.06476, 1.17037, 5.48935)
H (2.49663, 0.80663, 4.47584)
H (-0.37670, -1.70931, 6.16646)
H (-1.27422, -1.95964, 4.65576)
H (-1.21698, -0.33400, 5.41757)



Computed, not measured: C4H3Cl2N5O3RhTb as an isolated structure in a non-equilibrium geometry, with ωB97M-V/def2-TZVPD.

Properties
strongest force on any atom: 10.8 eV/Å
charge: +4
HOMO energy (spin up / spin down): -23.249 / -24.651 eV
electronic energy: -68223.3947 eV
2S+1: 11
E_LUMO (spin up / spin down): -19.32 / -18.15 eV

Cartesian coordinates (Å):
Tb (2.90994, -1.34312, -2.34999)
Rh (0.45674, 0.92527, 1.25705)
Cl (0.83254, -2.31605, -1.60696)
Cl (3.43754, 0.22138, -0.59077)
C (2.11742, 1.35392, 1.70611)
C (3.24877, -3.42346, -3.95238)
C (4.87811, -1.89403, -3.89100)
O (3.11993, 1.71504, 2.21291)
O (3.38226, -4.31053, -4.67876)
O (5.81236, -1.96333, -4.53146)
N (-4.73382, 2.32503, 1.89031)
N (-3.56957, 1.53568, 1.88363)
N (-3.57575, 0.16822, 1.93820)
C (-2.29831, -0.10491, 1.65708)
N (-1.59506, 0.99476, 1.33282)
N (-2.44472, 2.06410, 1.44468)
H (-4.56782, 3.25801, 2.24449)
H (-5.53764, 1.89191, 2.31640)
H (-1.87291, -1.09790, 1.71763)



Computed, not measured: a 2-piece molecular cluster, C2H10N4 overall in a non-equilibrium geometry, with ωB97M-V/def2-TZVPD.

Properties
ΔE to the lowest compared entry with this formula, charge and spin: 0.245 eV
strongest force on any atom: 1.0 eV/Å
HOMO energy: -8.556 eV
electronic energy: -8196.5907 eV
E_LUMO: 0.78 eV

Cartesian coordinates (Å):
N (1.18065, 0.71986, -0.43195)
C (1.07976, 1.15077, 0.77086)
N (1.49322, 0.47632, 1.90765)
N (0.46965, 2.35565, 1.02905)
H (1.94225, 0.04435, -0.44964)
H (1.52638, -0.52492, 1.81640)
H (1.02912, 0.75343, 2.75876)
H (0.83790, 2.86514, 1.81438)
H (0.34810, 2.88704, 0.18210)
C (-1.58384, -1.69415, -1.85994)
N (-1.06657, -1.54673, -0.52083)
H (-1.92936, -0.77521, -2.35051)
H (-2.42780, -2.38198, -1.85619)
H (-0.83634, -2.15058, -2.51054)
H (-0.28340, -0.90776, -0.43749)
H (-1.77974, -1.27124, 0.13789)



Computed, not measured: C26H34N8O4SV as an isolated structure in a non-equilibrium geometry, with ωB97M-V/def2-TZVPD.

Properties
ΔE to the lowest compared entry with this formula, charge and spin: 0.489 eV
strongest force on any atom: 1.5 eV/Å
HOMO energy (spin up / spin down): -6.016 / -4.762 eV
electronic energy: -84149.9184 eV
2S+1: 2
E_LUMO (spin up / spin down): 0.36 / 0.36 eV

Cartesian coordinates (Å):
V (0.54613, -0.92807, -0.57451)
N (-6.08730, 2.48108, 3.81142)
C (-4.85483, 2.15157, 3.27299)
C (-4.09534, 1.12012, 3.82619)
C (-2.84908, 0.81880, 3.31087)
C (-2.34457, 1.54987, 2.24472)
C (-3.08770, 2.58432, 1.68820)
C (-4.33154, 2.88479, 2.20209)
S (-0.77625, 1.13455, 1.60569)
O (0.04005, 0.59442, 2.66715)
O (-0.28935, 2.33576, 0.95831)
N (-0.94010, -0.06477, 0.53277)
C (-1.81653, -0.05702, -0.54890)
N (-1.21982, -0.67178, -1.61700)
C (-1.96941, -0.86494, -2.69071)
C (-3.28648, -0.41700, -2.75162)
C (-3.76905, 0.23860, -1.64467)
N (-3.03670, 0.42620, -0.53336)
H (-6.54362, 1.78901, 4.37865)
H (-6.70373, 3.03670, 3.24557)
H (-4.48550, 0.55846, 4.66711)
H (-2.25791, 0.01859, 3.73681)
H (-2.68014, 3.14261, 0.85745)
H (-4.91270, 3.69498, 1.77662)
H (-1.50336, -1.37386, -3.52645)
H (-3.89281, -0.57216, -3.63179)
H (-4.78190, 0.62443, -1.61616)
N (2.04038, -1.87043, -1.90238)
C (3.42435, -1.35671, -1.83323)
C (4.04625, -1.57828, -0.45790)
C (3.49202, -0.70301, 0.66265)
N (2.08917, -1.02732, 0.95109)
H (2.02785, -2.84936, -1.62460)
H (1.69583, -1.82440, -2.85521)
H (3.39010, -0.29025, -2.05549)
H (4.04871, -1.84089, -2.58838)
H (5.11864, -1.39304, -0.54565)
H (3.91610, -2.62754, -0.17084)
H (3.56588, 0.34920, 0.37904)
H (4.11107, -0.84984, 1.55224)
H (1.73261, -0.46862, 1.72599)
H (2.03331, -2.00692, 1.24222)
O (1.64319, -3.89203, 0.76123)
C (0.48740, -3.85341, 0.32500)
O (-0.07580, -2.82477, -0.20374)
C (-0.34768, -5.10802, 0.34372)
C (-0.00772, -6.14709, 1.20216)
C (-0.74363, -7.32335, 1.19856)
C (-1.81581, -7.46921, 0.32657)
C (-2.16129, -6.43052, -0.52777)
C (-1.43460, -5.24725, -0.51049)
H (0.84124, -6.01705, 1.86037)
H (-0.47875, -8.12960, 1.87124)
H (-2.38273, -8.39206, 0.31445)
H (-2.99751, -6.54309, -1.20657)
H (-1.69739, -4.42055, -1.15696)
N (1.25250, 0.76824, -1.14005)
C (1.60761, 1.88433, -1.14670)
N (1.97133, 3.13338, -1.11070)
C (2.75427, 3.63309, 0.04136)
C (3.05596, 5.10805, -0.16225)
C (3.66656, 5.35072, -1.54235)
C (2.74146, 4.84589, -2.67824)
C (1.53263, 4.09944, -2.12807)
H (3.68867, 3.06754, 0.09561)
H (2.19330, 3.44896, 0.95797)
H (3.74576, 5.42736, 0.61974)
H (2.14341, 5.69602, -0.04193)
H (4.62552, 4.82949, -1.59016)
H (3.87926, 6.41208, -1.67043)
H (3.29438, 4.17645, -3.33868)
H (2.38449, 5.67743, -3.28829)
H (1.01888, 3.54673, -2.91051)
H (0.81234, 4.79496, -1.69111)



Computed, not measured: the molecule C11H13P in a non-equilibrium geometry, with ωB97M-V/def2-TZVPD.

Properties
ΔE to the lowest compared entry with this formula, charge and spin: 1.541 eV
strongest force on any atom: 5.8 eV/Å
HOMO energy: -7.577 eV
electronic energy: -20902.9230 eV
E_LUMO: 0.26 eV

Cartesian coordinates (Å):
C (-3.24721, -0.81302, -0.44760)
P (-1.81841, 0.46426, -0.86403)
C (-1.84783, 1.38524, 0.75428)
C (-0.37758, -0.57100, -0.39866)
C (-0.17517, -1.88062, -0.41604)
C (1.26844, -2.09971, -0.15361)
C (1.98161, -0.93980, -0.02488)
C (3.49708, -0.86002, -0.09475)
C (3.98685, 0.34162, -0.37282)
C (3.01790, 1.49602, -0.54311)
C (1.63609, 1.46711, -0.48489)
C (1.16016, 0.20022, 0.11287)
H (-3.43494, -1.65164, -1.10783)
H (-4.22073, -0.27252, -0.53920)
H (-3.11980, -1.11228, 0.64022)
H (-1.94408, 0.70422, 1.56926)
H (-2.58224, 2.16011, 0.85366)
H (-0.78155, 1.80261, 0.84615)
H (-0.83160, -2.66989, -0.67048)
H (1.72432, -3.02980, -0.04027)
H (4.24386, -1.62185, 0.21856)
H (5.05880, 0.63634, -0.43130)
H (3.52728, 2.45494, -0.80621)
H (1.12346, 2.39472, -0.79593)
H (0.82404, 0.23208, 1.26470)



Computed, not measured: a 7-piece molecular cluster, C11H36BNO12P overall in a non-equilibrium geometry, with ωB97M-V/def2-TZVPD.

Properties
strongest force on any atom: 1.1 eV/Å
charge: +1
HOMO energy: -11.837 eV
electronic energy: -48011.4509 eV
E_LUMO: -3.90 eV

Cartesian coordinates (Å):
C (-2.04578, -4.05759, 4.32948)
C (-1.14145, -4.56383, 3.18627)
B (-0.19278, -3.46566, 2.65778)
O (0.38347, -2.46794, 3.37646)
P (0.30586, -3.42784, 0.72275)
C (2.02347, -2.88552, 0.54512)
C (2.84226, -3.82311, -0.34359)
O (2.48016, -4.91499, -0.63664)
O (4.01390, -3.32789, -0.80296)
C (4.69895, -2.34081, -0.07356)
C (5.06440, -1.14397, -0.88768)
O (4.92127, -2.51030, 1.07840)
O (-0.70002, -2.57952, -0.15088)
C (-0.34789, -1.24682, -0.64805)
C (-1.58808, -0.52705, -1.14239)
N (-1.23064, 0.83311, -1.50514)
C (-1.02860, 1.74501, -0.37412)
C (0.16967, 2.65449, -0.57800)
C (0.37900, 3.46393, 0.70396)
O (1.30163, 1.80588, -0.84436)
H (-2.75633, -3.33147, 3.93442)
H (-1.47370, -3.57578, 5.12004)
H (-2.60232, -4.88469, 4.76402)
H (-0.48403, -5.35485, 3.58695)
H (-1.72380, -5.03332, 2.38936)
H (0.93446, -2.75396, 4.11384)
H (0.25174, -4.73266, 0.23507)
H (2.47018, -2.90036, 1.54293)
H (2.09432, -1.85357, 0.19687)
H (6.13060, -0.95723, -0.77105)
H (4.54441, -0.28964, -0.44975)
H (4.79213, -1.23844, -1.93345)
H (0.37535, -1.35648, -1.45804)
H (0.11817, -0.66891, 0.15300)
H (-2.37210, -0.52629, -0.38417)
H (-1.99460, -1.04307, -2.01288)
H (-0.37567, 0.79462, -2.05288)
H (-1.91076, 2.37784, -0.25994)
H (-0.85704, 1.21390, 0.57363)
H (0.01955, 3.32173, -1.43224)
H (0.82201, 2.76015, 1.41280)
H (-0.60258, 3.71992, 1.10774)
H (0.99163, 4.34944, 0.55935)
H (2.09025, 2.35432, -0.80187)
O (-1.75378, 3.27463, -3.48700)
H (-2.70303, 3.37308, -3.65196)
H (-1.68897, 2.69045, -2.72024)
O (-1.56071, -3.08979, 7.40648)
H (-1.66219, -2.19900, 7.75818)
H (-0.76200, -3.42211, 7.82929)
O (0.65393, 5.70599, -1.50130)
H (1.03561, 5.70618, -2.38596)
H (-0.02949, 6.38441, -1.53884)
O (-4.52674, 3.42369, -4.66896)
H (-4.12545, 3.54257, -5.53664)
H (-5.31296, 3.97883, -4.68239)
O (-2.32931, 4.83193, -0.61440)
H (-1.40848, 4.67781, -0.38097)
H (-2.30787, 4.88916, -1.57799)
O (0.20333, 2.66674, -5.54838)
H (-0.61005, 2.84376, -5.05170)
H (0.09749, 3.11090, -6.39378)



Question: Which of these has the lowest strongest force on any atom?
Answer: C2H10N4